C75H162FeN7O11 | wB97M-V/def2-TZVPD

XYZ file:
```
256
Properties=species:S:1:pos:R:3:forces:R:3:mulliken_charge:R:1
Fe 12.89379 21.70198 16.21948 0.0173 1.5473 -0.0160 -0.54
O 18.99525 13.58339 10.07091 0.4290 -0.1710 1.8526 -0.53
O 12.59516 23.30882 15.23924 -0.5315 -0.4981 -0.1535 -0.07
O 18.25395 14.73407 7.76933 -0.8049 0.6052 0.2216 -0.44
O 12.94190 21.37642 18.04225 0.3516 0.2488 1.0144 2.93
O 20.04565 20.55770 17.03211 -0.8383 0.9016 -0.9942 -0.66
O 11.07866 20.85171 16.35153 -0.6965 -1.5725 -0.8441 1.56
O 10.45508 15.05946 12.19528 0.4752 0.1990 -1.9789 -0.33
O 13.85960 20.91904 14.97652 -0.4510 -0.7988 -0.3541 0.89
O 19.86118 24.39601 12.76185 -0.4976 1.0965 0.5631 -0.49
O 23.68287 20.71736 18.05876 -0.6153 -0.0575 -0.4766 -0.50
O 9.18677 18.24893 8.37452 -0.9380 1.3413 0.9926 -0.61
N 13.51712 22.14115 19.11780 0.4960 -1.3113 -0.3551 0.29
N 10.45913 19.57902 15.95251 0.0430 0.7175 -0.2412 0.10
N 21.11560 21.27308 16.48074 2.4768 -0.2220 0.4169 0.68
N 19.14509 13.94834 11.48084 -1.7105 -1.5021 -1.0210 0.16
N 11.20710 14.11247 11.37331 -0.3658 0.2084 1.8405 -0.12
N 14.98048 20.38673 14.46341 0.7547 -0.7263 -0.7802 0.37
N 12.38564 24.33400 16.17938 0.5766 0.4324 -0.3371 1.39
C 22.51130 23.31413 16.40940 -0.1486 -0.9597 0.2514 -1.04
C 10.96964 25.65253 14.54952 0.8443 -0.1580 0.0210 -1.88
C 15.15446 18.96526 14.75225 1.1369 -0.8767 -0.6942 1.73
C 12.47619 22.29774 20.14557 -1.2424 0.2478 -1.4408 1.55
C 9.82256 14.70753 9.32729 -0.1466 -0.2183 0.3802 -1.53
C 12.78861 15.79007 10.45479 1.0304 1.8558 2.5478 -1.10
C 8.58496 18.65818 14.59425 -0.4185 2.3805 0.4107 -0.98
C 24.12165 19.43253 18.50748 -0.5603 0.4916 0.8489 0.59
C 14.70364 24.09507 16.53418 0.0569 -0.7555 0.7576 -0.49
C 21.43315 20.83570 15.11999 1.0758 -1.0401 0.1191 1.96
C 13.32661 13.41877 10.58363 1.1442 -1.7412 1.7174 -0.87
C 8.18906 17.95891 15.84146 -0.7995 -2.3131 1.4247 -0.72
C 14.14338 25.88851 14.97949 -1.2126 1.3479 0.7089 -1.55
C 12.21936 26.92593 17.11494 -0.0447 0.3578 -0.2830 -0.95
C 15.22184 22.15163 20.80009 0.6472 -1.7531 2.5437 -1.57
C 11.22103 12.64627 9.49250 -1.2768 -1.6391 -0.2046 -1.39
C 9.45316 17.51518 16.67065 -0.9510 0.4666 -0.4564 -1.54
C 15.15762 20.80954 13.04626 1.2934 1.7131 1.0436 2.07
C 22.97388 18.49607 18.78242 -0.2858 -0.8232 0.3985 -1.26
C 9.14833 12.89929 10.95364 0.8234 -0.1935 1.3176 -1.96
C 19.03229 15.33216 14.00168 -1.6451 0.8177 -0.4697 0.74
C 11.80731 21.01628 20.62976 -0.6970 0.8914 2.9467 -2.08
C 15.04599 22.37795 13.13816 0.3291 -0.2581 -0.5787 -1.52
C 17.82585 14.03020 12.15421 -1.1315 -0.0964 -1.3202 2.48
C 8.29654 20.33077 9.17996 -0.3408 1.5464 0.4096 -1.48
C 9.97835 20.48246 13.65960 -1.6305 2.0529 1.1684 -1.93
C 17.19875 15.02091 6.80957 0.0088 0.0449 1.5399 0.40
C 18.09729 14.18314 13.64545 0.8326 -1.2158 0.7927 -1.54
C 21.64652 19.27992 15.01845 -0.3304 0.1277 -0.0586 -1.42
C 12.69395 12.94718 9.32224 0.0501 0.8932 -1.5369 -0.81
C 10.71150 19.70058 9.50131 1.2003 -1.8058 -0.1162 -0.79
C 20.02128 23.60678 16.24210 -0.2186 0.3127 -1.0792 -1.54
C 12.62847 14.54392 11.27949 -1.8104 -0.2225 -0.1323 2.45
C 11.10724 25.03544 15.92260 0.0962 -0.6905 0.4273 1.39
C 14.71550 21.38272 19.62409 0.8987 1.5829 -2.3137 2.02
C 16.89059 13.77497 6.08747 -0.0249 -1.1905 -1.1935 -1.56
C 13.67032 25.14068 16.22609 -0.6161 -0.8622 -0.4135 1.38
C 16.88984 18.98818 12.83143 -0.1718 -1.5861 -0.0392 0.73
C 14.52031 19.90583 19.91486 1.9575 -0.4210 -1.4183 -1.43
C 9.42474 19.39147 18.33916 0.1587 -0.3409 -1.1050 -2.03
C 13.48112 26.06880 17.40090 -0.0891 0.3832 -0.9693 -0.61
C 22.77769 22.97152 15.00259 -0.1469 -0.2291 -2.5874 0.36
C 21.15416 22.74371 16.79632 -1.6788 -0.9412 1.3853 1.99
C 15.99915 15.47870 7.65749 0.5562 0.2812 0.2103 -0.93
C 10.35849 13.63786 10.27186 0.3709 0.4115 1.4325 1.62
C 14.20595 20.34865 11.90820 -0.7103 0.2504 1.6440 -1.83
C 25.12579 18.81033 17.58325 0.9682 -0.1338 -0.2660 -1.37
C 9.36103 19.96940 14.97064 -0.4147 0.3802 0.4936 1.68
C 11.55365 18.24807 17.73463 0.4547 1.7480 -0.8692 -1.29
C 19.29822 25.70802 13.09706 -0.1144 0.2163 -0.1105 0.56
C 21.39718 14.55691 11.04744 -1.1028 0.2532 0.2649 -2.08
C 15.10013 18.63615 16.24108 -0.9236 2.0509 0.2410 -1.87
C 20.36382 21.26203 14.17126 -0.7142 -0.4776 -1.6742 -0.90
C 13.14642 14.73553 12.71627 1.2449 -1.6213 -1.1997 -1.72
C 17.81960 25.48710 13.50895 2.0287 -0.4417 -0.6437 -0.90
C 10.21918 18.71284 17.19039 -0.4843 1.3187 -0.6916 1.93
C 16.61725 18.58501 14.27232 -1.2192 -0.7904 0.9194 -1.59
C 16.94762 15.15873 11.55309 0.1486 1.2056 -1.1714 0.96
C 13.05974 23.16139 21.23724 -0.1030 -1.1632 0.2612 -1.12
C 11.36455 23.11113 19.49106 -0.1118 0.6977 -0.3249 -0.92
C 20.04251 15.02234 11.64659 2.1532 1.2562 0.0378 1.88
C 16.62525 20.47155 12.66699 -0.4160 -0.2821 -0.4355 -1.31
C 22.79468 21.45278 14.73573 -0.6930 1.8387 0.3157 -1.44
C 14.09559 18.04193 14.08646 -1.3247 0.1064 0.5462 -0.58
C 14.14658 22.30792 21.86273 0.5658 0.7377 -0.1074 -0.81
C 9.28945 19.25774 9.48198 -0.4688 -1.7314 -1.8139 1.12
C 17.04354 12.71345 11.86368 1.6195 -0.6667 0.8958 -2.34
C 20.90063 22.77809 18.32180 0.1519 0.8884 -0.7450 -1.99
C 19.71280 16.42476 11.07949 -1.1294 -1.5730 -1.9969 -1.09
C 10.00059 24.02018 16.09560 -0.6644 0.3168 0.0571 -2.46
C 10.96599 26.04475 17.05057 0.6426 0.4979 0.5639 -0.74
C 8.44609 21.16185 15.49489 -0.1935 -2.0181 0.2077 -1.53
C 19.40697 26.65933 11.87783 -1.0160 -1.6620 -0.4928 -1.42
C 20.26809 15.18819 13.14655 1.2045 0.0493 1.7472 -1.62
C 15.85469 21.53917 18.53319 -0.9189 -1.6448 -0.0583 -2.05
H 11.42024 17.37822 18.29076 -0.2723 -1.5381 1.1347 0.87
H 15.46527 21.00285 17.62383 0.5821 0.7484 0.5255 -0.55
H 17.59251 15.78974 6.15862 -0.3027 0.4170 -0.2842 0.33
H 16.94601 15.12250 10.42348 -0.0213 -0.3016 1.0859 -0.22
H 13.69764 19.45344 19.33704 0.5299 0.1976 0.4659 -0.07
H 16.06728 12.73433 12.30377 -0.4060 -0.0330 1.0352 0.43
H 10.26509 15.76098 11.52024 -0.0099 -0.3448 1.1396 0.24
H 12.20370 27.50106 16.14776 0.6781 -0.5014 0.8864 0.32
H 11.12810 21.30154 21.50892 0.3051 0.0103 -1.3343 0.39
H 14.44141 26.60160 17.56185 -0.7409 0.1585 0.0326 0.49
H 8.84252 12.18955 10.20982 -0.9195 -0.2981 -0.4121 0.53
H 11.20304 20.50208 19.91594 0.0878 -0.2401 -0.4394 0.05
H 20.69491 18.71132 15.20068 0.8403 0.5261 -0.1708 0.18
H 9.02291 14.18354 8.80254 -0.1300 0.4378 -0.2983 0.49
H 10.89685 23.82017 20.20747 -0.0819 -0.6857 -0.3766 0.45
H 21.52799 13.54665 11.41893 0.3574 -0.2066 -0.2266 0.50
H 11.82281 23.70846 18.71066 0.0743 0.2717 -0.1843 -0.41
H 23.58494 21.19198 15.40486 0.5600 -1.3125 0.2876 0.26
H 13.80089 21.33034 22.17069 -0.4175 -0.1782 -0.0846 0.30
H 12.12040 27.67670 17.87650 -0.1994 0.4109 0.5107 0.52
H 12.68286 15.60486 13.10374 -0.1880 0.6643 0.8291 0.51
H 14.12658 19.00299 16.66815 0.8536 -0.5520 -0.2940 -0.29
H 10.08293 26.64990 16.86682 -0.1603 0.2160 -0.0637 0.53
H 25.93648 19.52675 17.42173 -0.2750 0.0872 -0.6150 0.31
H 22.16958 15.21094 11.42965 0.3629 0.1147 -0.1624 0.43
H 9.30758 18.06594 14.04720 -0.3364 -0.2575 -0.6917 0.24
H 22.64489 24.38552 16.51476 -0.4846 0.1668 0.5548 0.49
H 18.58139 13.21877 13.97331 -0.3615 0.7661 -0.2764 0.32
H 14.25957 14.79314 12.66866 -0.8127 0.4677 0.1263 -0.12
H 22.38659 18.98658 15.78901 -0.2970 -0.0041 -0.5732 -0.21
H 12.03448 19.00636 18.35281 -0.0656 0.0526 -0.0528 -0.41
H 15.55964 14.62048 8.18216 0.1866 0.0906 -0.0683 -0.02
H 15.90164 15.21008 11.84834 -0.0279 -0.6725 0.2071 -0.84
H 14.13695 21.18663 11.24253 0.2505 0.1897 -0.8257 0.58
H 13.86328 15.87046 10.32307 0.2499 0.5688 -0.2731 0.00
H 19.78452 26.21092 13.95566 0.3306 -0.6387 -0.2424 0.21
H 17.37650 21.02887 13.23121 -0.2987 0.2529 0.1101 0.05
H 15.58752 24.53810 16.99219 0.2031 0.0640 -0.1174 1.09
H 25.65422 18.00461 18.07583 -0.0958 -0.4573 0.4182 0.50
H 8.29497 21.04807 10.03116 0.1962 -0.2316 -0.4856 0.30
H 22.03213 19.02563 13.97416 -0.4686 0.3456 1.3932 0.39
H 7.23203 20.07693 9.06922 0.5457 -0.5934 -0.0889 0.38
H 19.72020 20.39347 13.94537 -0.0192 0.4647 -0.0567 -0.16
H 7.71714 21.40162 14.72364 0.1111 0.1994 -0.1536 0.62
H 13.56251 26.85705 14.93092 0.6740 -1.1540 -0.7200 0.44
H 9.22463 16.88142 17.55451 -0.1161 0.2278 -0.7095 0.48
H 12.32565 15.76956 9.52810 -0.8588 -0.2096 -1.7747 0.57
H 17.89576 18.60442 12.48562 -0.9277 0.7450 0.2952 0.00
H 13.11146 18.39084 14.48533 0.4384 -0.3270 -0.1708 -0.56
H 22.02827 23.42841 14.32944 0.1784 0.0844 0.2185 -0.73
H 7.47627 18.60180 16.39059 0.4833 -0.3268 0.1481 0.32
H 13.19214 20.31188 12.33846 0.1674 -0.4367 -0.1306 0.15
H 10.69954 12.52872 8.51705 0.5342 -0.1020 0.3439 0.34
H 10.01773 23.26548 15.31131 0.5754 -0.0042 0.3049 0.35
H 12.22129 18.02651 16.91710 0.2077 -0.1593 -0.3362 -0.05
H 17.42371 24.86700 12.70174 -0.5668 0.0780 0.3273 0.17
H 14.54649 22.70055 22.77381 0.4102 0.6885 0.5385 0.53
H 13.31593 25.38372 18.22718 -0.1568 0.2826 0.5569 -0.10
H 10.98890 20.13793 8.54926 0.0410 0.4918 0.0271 0.38
H 12.43941 20.35997 21.19065 0.5710 -0.7231 -0.3773 0.55
H 16.39180 16.17821 8.40940 -0.3339 -0.0707 -0.1530 0.22
H 17.29694 19.08016 14.95272 0.3552 0.1847 0.2245 0.38
H 10.64572 21.15907 17.14274 -0.3596 0.2700 0.7545 -0.44
H 18.77488 26.21171 11.07880 0.1289 0.3273 0.3953 0.31
H 10.99631 20.25730 10.36419 0.0404 0.9591 0.4710 0.29
H 15.15095 26.19909 15.20345 0.6065 0.0152 -0.1039 0.44
H 16.01713 22.59855 18.33263 0.2732 -0.2478 -0.0520 0.12
H 19.90871 23.70524 15.14627 0.3774 0.0735 0.6465 -0.29
H 21.31872 14.58162 9.95901 0.3518 -0.0994 0.1342 0.29
H 20.38961 26.64757 11.43077 0.5217 0.3055 0.2462 0.40
H 10.10734 16.96113 15.98154 -0.1378 -0.0676 0.2364 0.37
H 7.84980 20.87194 16.36414 0.0825 -0.1037 0.0598 0.34
H 9.98972 17.74396 8.36865 0.6019 -0.3905 0.0820 0.25
H 15.61602 22.88787 13.94674 -0.2171 -0.8773 -0.4795 -0.42
H 16.65667 17.47666 14.51574 0.3504 1.0845 -0.7120 0.05
H 8.29069 13.52106 11.38613 1.3529 -0.6514 -0.9826 0.24
H 18.69102 14.35467 9.59209 -0.3720 0.4947 -0.3224 0.40
H 13.97294 18.11787 13.00873 0.4272 0.0299 -0.0637 -0.12
H 12.21468 23.32075 21.90603 0.2306 0.6017 0.2622 0.56
H 10.05048 23.64621 17.13596 -0.1750 -0.3058 -0.6727 0.31
H 19.05753 14.52482 7.30928 0.5467 -0.2232 -0.4218 0.19
H 14.47427 19.41863 11.40364 -0.0548 0.2126 0.0689 0.10
H 10.43965 19.70564 13.14645 0.9506 -1.2745 -1.1167 0.60
H 12.97285 13.81421 13.30248 -0.3971 0.5885 -0.1498 0.58
H 15.90033 19.09157 16.85586 -0.2195 -0.3661 -0.5270 0.11
H 17.20612 14.26951 14.24703 -0.7100 -0.0431 -0.1385 0.40
H 11.35336 18.77183 9.59434 -0.5498 0.7585 -0.1080 -0.16
H 23.38520 17.58373 19.27389 -0.3501 0.4540 -0.4230 0.43
H 11.67077 26.44219 14.39461 0.5451 0.4157 -0.2615 0.39
H 14.97054 23.50114 15.65248 0.0731 0.2365 0.3562 -0.88
H 16.79213 12.54990 10.84588 0.3297 0.2655 -1.2800 0.40
H 20.81928 24.43273 12.83514 0.0508 0.1345 -0.0501 0.22
H 14.46022 19.79603 20.96565 -0.5088 -0.6524 1.0118 0.57
H 23.05413 21.28012 13.67820 -0.1500 -0.2603 0.4885 0.55
H 15.19333 15.96787 7.09884 0.3352 -0.0974 -0.1292 0.59
H 9.83641 20.32117 18.68110 0.5326 0.3002 0.2926 0.20
H 20.56727 17.04953 11.16556 0.8053 0.5337 -0.1859 0.62
H 13.31476 12.56516 11.29960 -0.1819 0.2547 -0.2843 0.49
H 21.62283 22.22286 18.88579 0.2871 -0.5044 0.2543 0.30
H 10.81836 25.57515 18.04263 0.0544 -0.1390 -0.5929 0.17
H 15.44020 22.73415 12.19049 0.1614 0.3190 -0.1960 1.00
H 20.91770 16.04952 13.39551 -0.0300 -0.2635 -0.6361 0.24
H 20.82074 14.30310 13.53318 -0.2514 0.3065 -0.3631 0.42
H 17.41756 26.47917 13.53130 -0.8346 0.3652 0.1056 0.42
H 13.45342 24.07317 20.74430 -0.2529 -0.2724 0.6490 0.18
H 11.08413 11.67090 10.00832 0.3437 0.3854 -0.2381 0.47
H 8.40774 19.63483 18.10198 -0.6319 -0.1966 -0.3401 0.38
H 19.03502 27.66059 12.06107 0.1604 0.1751 0.2116 0.40
H 17.27158 16.19011 11.75344 0.1518 -0.4573 0.2439 -0.80
H 10.61169 14.96614 8.59915 -0.5839 0.4930 0.3447 0.31
H 9.02401 24.51318 15.93895 0.2770 0.0044 0.3315 0.45
H 7.62234 16.99304 15.66698 0.4434 1.0935 -0.1921 0.37
H 16.03563 21.54844 21.24263 -0.1805 -0.1655 -0.1098 0.45
H 24.59170 19.64417 19.49335 0.0744 -0.1756 -0.5749 0.35
H 8.61967 20.87590 8.28432 -0.1702 -0.0558 0.1321 0.36
H 16.85827 12.90599 6.72393 -0.0723 -0.1135 0.6585 0.34
H 20.24649 24.57106 16.64396 0.0464 0.9960 0.0562 0.62
H 23.25230 22.78636 16.98855 0.4198 0.0945 0.5721 0.22
H 19.03408 23.39897 16.63697 -0.2371 -0.5684 0.1563 0.47
H 14.40244 13.62888 10.54250 -0.1370 0.2215 -0.5557 -0.33
H 17.60455 13.51996 5.32172 0.6594 0.0843 -0.2985 0.43
H 15.74770 23.06313 20.65560 -0.0827 1.1494 -0.9305 0.45
H 17.65311 11.80602 12.16577 -0.8112 1.0385 -0.0212 0.42
H 9.35527 15.53010 9.92466 0.4738 -0.2685 -0.9795 0.39
H 16.68634 20.76091 11.61692 0.3912 0.0252 -0.0949 0.44
H 10.66839 21.29393 13.87936 0.3029 0.0188 -0.1312 -0.07
H 17.77658 25.00362 14.49140 -0.2283 0.0196 -0.3113 0.11
H 16.12289 18.41236 12.28094 0.4808 0.2311 -0.3542 -0.34
H 15.53325 19.44493 19.61779 -1.6861 0.1441 0.3817 0.51
H 9.55644 12.25593 11.80233 -0.4334 0.9868 -0.9580 0.40
H 22.46125 18.19484 17.84924 0.1239 0.1407 0.4614 0.22
H 9.13606 20.95701 13.06559 0.9912 -0.7828 0.3964 0.27
H 14.15765 16.95387 14.33766 0.3534 0.9328 -0.0231 0.38
H 20.85689 21.55783 13.23190 -0.5265 -0.0243 0.0437 0.29
H 19.19067 15.38426 15.10629 0.2564 -0.1578 -0.9068 0.55
H 13.24410 12.13205 8.86126 -0.1211 -0.6456 0.4287 0.56
H 19.28523 20.85142 16.48240 -0.0427 -0.4248 0.5326 0.38
H 14.01802 22.72694 13.19598 -0.1655 -0.1537 0.1634 0.05
H 12.43729 16.71537 11.01590 0.3784 -0.9754 -0.6252 -0.11
H 18.46396 16.27942 13.74320 0.7678 -0.7232 0.2643 -0.59
H 11.06663 24.93354 13.75570 0.3860 -0.5358 -0.2172 0.23
H 10.63595 22.47888 18.97031 -0.1559 0.1665 0.3908 -0.47
H 20.99015 23.81434 18.59649 0.1343 0.5874 0.4070 0.53
H 22.76901 20.70256 17.66764 0.7597 -0.2534 0.2106 0.03
H 12.82966 13.67319 8.51110 -0.2140 0.5304 0.1888 0.27
H 22.25218 18.93068 19.49033 0.1215 -0.0389 -0.3558 0.30
H 19.31594 16.38271 9.99334 0.8240 0.1436 1.5594 -0.11
H 19.87694 22.50186 18.54100 0.0083 -0.3643 0.1425 0.25
H 16.77970 20.96506 18.86525 -0.9886 1.0252 -0.3064 0.78
H 10.02274 26.07906 14.40546 -1.6197 0.6525 0.0941 0.56
H 18.93715 16.81906 11.67283 -0.7231 0.8697 0.4988 0.22
H 15.96277 13.78760 5.55317 -0.8143 0.3371 -0.2221 0.39
H 9.01920 22.02697 15.77518 -0.0304 -0.0920 -0.1838 0.05
H 9.02853 18.75651 10.39717 -0.1210 -0.3197 0.5813 0.02
H 9.42860 18.66454 19.12916 -0.0199 -0.0885 0.7207 0.55
H 14.14148 25.27360 14.08588 -0.2634 0.1241 -0.1769 0.05
H 14.24216 23.44930 17.30685 0.4910 0.0892 -0.1687 -1.51
H 7.66789 19.06828 14.04423 1.3469 -1.1242 0.1843 0.39
H 24.73095 18.35153 16.65543 0.0120 0.7234 0.3040 0.19
H 19.74310 22.09422 14.50183 0.1503 -0.3467 -0.1682 0.11
H 15.13393 17.57956 16.22900 0.0953 -1.1725 0.7537 0.90
H 23.74082 23.35609 14.68664 0.2589 0.2433 -0.0744 0.62
```
Positions in Å, forces in eV/Å.

Multiplicity ... 6
Gap between HOMO and LUMO (alpha / beta) ... 0.292 / 0.286 Ha
HOMO energy (alpha / beta) ... -7.5 / -7.6 eV
E_LUMO (alpha / beta) ... 0.46 / 0.21 eV
Largest force on an atom ... 3.3 eV Å⁻¹
Calculated total energy ... -5429.0466 hartree